# 1
This record from OMol25 describes C41H28Cl2N13OS4Y as an isolated structure at a distorted geometry. The level of theory is wB97M-V/def2-TZVPD.

Geometry as ORCA input:
```
! RIJCOSX wB97M-V def2-TZVPD def2/J DEFGRID3
* xyz -2 1
Y 0.105 0.631 -1.050
C -1.861 1.076 4.520
C -1.718 0.474 3.179
N -0.501 0.107 2.803
N 0.526 0.343 3.538
C 1.805 0.238 2.979
S 2.136 -0.712 1.607
S 2.983 0.767 4.142
C 3.799 -0.879 4.407
C 3.230 -1.793 5.475
C 2.872 -1.323 6.749
C 2.287 -2.119 7.733
C 1.897 -3.428 7.426
C 2.242 -3.994 6.183
C 2.884 -3.173 5.234
C -2.844 0.212 2.328
C -4.065 -0.175 2.856
C -5.114 -0.663 2.119
C -4.988 -0.697 0.729
C -3.821 -0.262 0.193
C -2.729 0.196 0.928
O -1.691 0.586 0.200
H -0.851 1.318 4.939
H -2.356 0.363 5.209
H -2.533 1.915 4.513
H 4.871 -0.673 4.498
H 3.555 -1.375 3.430
H 3.178 -0.271 6.970
H 1.994 -1.703 8.696
H 1.340 -4.001 8.155
H 2.037 -5.036 5.972
H 3.146 -3.559 4.257
H -4.200 -0.065 3.940
H -6.044 -1.071 2.559
H -5.852 -0.993 0.090
H -3.624 -0.251 -0.894
N -2.291 -1.576 -4.474
C -1.681 -0.478 -3.946
N -1.329 -0.705 -2.672
C -1.738 -2.011 -2.518
N -2.337 -2.550 -3.541
C -1.531 -2.702 -1.273
C -2.027 -3.973 -1.200
N -1.669 -4.735 -0.181
C -0.975 -4.154 0.816
C -0.489 -2.877 0.730
N -0.784 -2.137 -0.324
H -2.729 -1.636 -5.397
H -1.492 0.479 -4.420
H -2.689 -4.376 -1.995
H -0.760 -4.825 1.653
H 0.118 -2.415 1.445
S -2.904 6.297 -6.143
N -1.732 5.185 -6.484
C -1.504 4.574 -5.312
C -0.514 3.455 -5.098
C 0.345 2.988 -6.059
C 1.266 1.973 -5.696
C 1.236 1.463 -4.399
N 0.325 1.817 -3.505
C -0.512 2.863 -3.790
C -1.309 3.429 -2.692
N -1.214 2.789 -1.460
C -1.837 3.385 -0.433
C -2.530 4.617 -0.537
C -2.773 5.203 -1.763
C -2.127 4.550 -2.862
C -2.265 5.097 -4.208
N -3.137 6.032 -4.547
H 0.453 3.547 -7.005
H 2.036 1.681 -6.389
H 1.923 0.710 -4.068
H -1.632 2.952 0.567
H -3.047 4.928 0.384
H -3.447 6.050 -1.857
Cl 1.793 -3.303 -3.664
C 3.088 -2.419 -3.044
C 4.289 -3.133 -2.982
C 5.386 -2.719 -2.216
C 5.394 -1.444 -1.734
C 4.263 -0.625 -1.936
Cl 4.267 0.985 -1.618
C 2.917 -1.178 -2.330
N 1.911 -0.472 -1.916
H 4.253 -4.119 -3.399
H 6.251 -3.369 -2.111
H 6.233 -0.919 -1.282
S 3.530 2.867 1.677
C 2.267 2.589 0.675
N 1.363 2.335 -0.077
*
```

Output
- E_tot (hartree) = -4917.848919
- largest force on an atom (hartree/bohr) = 0.09805
- Kohn-Sham gap (eV) = 2.6
- relative energy (zero: lowest compared OMol25 entry of this formula, charge and spin) (kcal/mol) = 36.6

=====

# 2
This record from OMol25 describes C41H28Cl2N6O2SeTa as an isolated structure. The level of theory is wB97M-V/def2-TZVPD.

Geometry as ORCA input:
```
! RIJCOSX wB97M-V def2-TZVPD def2/J DEFGRID3
* xyz 1 1
Ta 0.628 0.119 0.309
Cl -2.206 -6.044 1.298
C -1.486 -4.510 1.617
C -0.707 -3.922 0.626
C -0.145 -2.687 0.868
N 0.626 -1.923 -0.052
C 1.642 -2.541 -0.732
O 1.842 -3.730 -0.818
C 2.589 -1.573 -1.396
C 3.639 -2.055 -2.151
C 4.489 -1.149 -2.763
C 4.253 0.208 -2.598
C 3.184 0.611 -1.823
N 2.359 -0.259 -1.222
C -0.304 -2.053 2.104
C -1.090 -2.631 3.084
C -1.683 -3.861 2.831
Cl -2.671 -4.558 4.062
N 0.348 -0.800 2.176
C 0.743 -0.242 3.347
O 0.588 -0.654 4.477
C 1.466 1.064 3.108
C 1.936 1.826 4.158
C 2.557 3.032 3.879
C 2.692 3.432 2.556
C 2.206 2.612 1.558
N 1.598 1.448 1.828
H -0.561 -4.429 -0.315
H 3.756 -3.125 -2.238
H 5.321 -1.493 -3.362
H 4.885 0.950 -3.063
H 2.966 1.659 -1.675
H -1.241 -2.149 4.036
H 1.797 1.450 5.162
H 2.933 3.654 4.680
H 3.171 4.365 2.297
H 2.294 2.879 0.511
C 1.003 5.218 -1.740
N -0.154 4.738 -1.006
C -0.576 3.466 -0.882
Se 0.234 1.966 -1.684
N -1.715 3.467 -0.196
C -2.071 4.760 0.145
C -3.163 5.271 0.832
C -3.199 6.643 0.983
C -2.190 7.471 0.468
C -1.107 6.958 -0.221
C -1.072 5.577 -0.371
H 1.513 4.372 -2.188
H 1.677 5.742 -1.063
H 0.679 5.900 -2.524
H -2.187 2.602 0.059
H -3.946 4.625 1.210
H -4.031 7.095 1.506
H -2.266 8.540 0.609
H -0.338 7.601 -0.626
C -1.226 0.625 0.668
C -2.429 0.696 1.072
C -3.647 0.854 1.586
C -4.653 1.677 0.882
C -5.620 2.381 1.605
C -6.503 3.231 0.956
C -6.439 3.390 -0.422
C -5.493 2.682 -1.151
C -4.611 1.828 -0.507
C -3.940 0.232 2.900
C -5.154 -0.416 3.128
C -5.385 -1.059 4.334
C -4.416 -1.054 5.328
C -3.210 -0.400 5.113
C -2.975 0.237 3.906
H -5.668 2.267 2.680
H -7.246 3.770 1.530
H -7.133 4.049 -0.926
H -5.455 2.781 -2.229
H -3.896 1.248 -1.081
H -5.907 -0.435 2.349
H -6.323 -1.574 4.495
H -4.600 -1.560 6.266
H -2.448 -0.390 5.881
H -2.033 0.744 3.733
*
```

Output
- E_tot (hartree) = -5436.960887
- largest force on an atom (hartree/bohr) = 0.01647
- Kohn-Sham gap (alpha / beta) (eV) = 5.8 / 5.9

=====

# 3
This record from OMol25 describes C41H29ClF15GeN2OSSi2Ti as an isolated structure at a distorted geometry. The level of theory is wB97M-V/def2-TZVPD.

Geometry as ORCA input:
```
! RIJCOSX wB97M-V def2-TZVPD def2/J DEFGRID3
* xyz -1 3
Ti 0.213 0.586 -0.488
Cl -1.244 4.280 5.436
C -0.760 3.683 3.867
C -0.800 4.539 2.774
C -0.392 4.058 1.538
C 0.014 2.742 1.352
O 0.389 2.330 0.129
C 0.049 1.862 2.483
C 0.532 0.520 2.416
N 0.807 -0.070 1.236
C 1.605 -1.176 1.055
C 1.963 -2.109 2.016
C 2.867 -3.135 1.694
C 3.442 -3.231 0.454
C 3.122 -2.282 -0.548
C 3.688 -2.270 -1.836
C 3.369 -1.266 -2.719
C 2.476 -0.273 -2.332
N 1.872 -0.279 -1.149
C 2.186 -1.269 -0.254
C -0.328 2.386 3.738
H -1.133 5.561 2.888
H -0.381 4.721 0.683
H 0.736 0.000 3.346
H 1.533 -2.054 3.007
H 3.130 -3.861 2.452
H 4.131 -4.032 0.222
H 4.391 -3.046 -2.114
H 3.787 -1.239 -3.715
H 2.251 0.558 -2.988
H -0.280 1.740 4.606
F -1.871 -3.054 -6.793
C -0.923 -2.127 -7.028
C -0.058 -1.714 -6.031
C 0.878 -0.779 -6.438
F 1.782 -0.300 -5.543
C 0.975 -0.271 -7.718
F 1.914 0.630 -8.046
C 0.077 -0.705 -8.673
F 0.132 -0.227 -9.923
C -0.878 -1.638 -8.324
F -1.750 -2.062 -9.251
Ge -0.061 -2.024 -3.956
S -1.585 -0.822 -0.918
C 1.143 -3.726 -3.979
C 1.330 -4.277 -2.722
F 0.710 -3.716 -1.663
C 2.086 -5.406 -2.478
F 2.243 -5.904 -1.243
C 2.698 -6.039 -3.546
F 3.441 -7.134 -3.342
C 2.529 -5.539 -4.820
F 3.115 -6.163 -5.853
C 1.764 -4.398 -5.012
F 1.659 -3.970 -6.285
C -1.809 -3.143 -3.929
C -2.922 -2.337 -4.094
F -2.738 -1.027 -4.380
C -4.226 -2.779 -4.034
F -5.261 -1.940 -4.198
C -4.459 -4.121 -3.794
F -5.712 -4.588 -3.719
C -3.386 -4.974 -3.648
F -3.609 -6.281 -3.440
C -2.092 -4.477 -3.716
F -1.115 -5.395 -3.570
C -2.431 3.740 -1.590
Si -2.411 1.916 -2.034
C -3.907 1.556 -3.084
C -0.732 1.675 -2.892
C -2.329 0.844 -0.480
Si -3.794 0.515 0.664
C -4.668 2.139 1.009
C -4.930 -0.753 -0.106
C -3.056 -0.155 2.251
H -2.490 4.337 -2.505
H -1.510 4.006 -1.071
H -3.275 4.017 -0.954
H -3.802 2.028 -4.064
H -4.799 1.972 -2.606
H -4.067 0.492 -3.242
H -0.557 2.391 -3.697
H -0.646 0.669 -3.311
H 0.078 1.836 -2.166
H -1.586 1.317 0.185
H -5.185 2.517 0.123
H -3.953 2.901 1.333
H -5.411 2.018 1.801
H -5.479 -0.354 -0.963
H -5.657 -1.119 0.623
H -4.335 -1.599 -0.456
H -2.741 0.656 2.913
H -2.175 -0.752 2.005
H -3.752 -0.794 2.800
*
```

Output
- E_tot (hartree) = -7626.436511
- largest force on an atom (hartree/bohr) = 0.04462
- expectation value of S² = 2.054
- Kohn-Sham gap (alpha / beta) (eV) = 5.0 / 6.4

=====

# 4
This record from OMol25 describes C41H29F3IrN3O3P as an isolated structure at a distorted geometry. The level of theory is wB97M-V/def2-TZVPD.

Geometry as ORCA input:
```
! RIJCOSX wB97M-V def2-TZVPD def2/J DEFGRID3
* xyz 0 2
Ir 0.158 -0.270 -0.239
O -2.658 2.314 -2.901
C -2.862 1.382 -3.846
C -3.917 1.587 -4.737
C -4.181 0.672 -5.732
C -3.382 -0.459 -5.883
C -2.344 -0.680 -5.005
C -2.075 0.218 -3.966
C -1.055 -0.101 -2.947
O -0.802 0.743 -2.007
N -0.459 -1.270 -3.037
N 0.339 -1.565 -2.004
C 0.803 -2.780 -1.949
C 1.700 -3.286 -0.976
C 2.020 -4.658 -1.004
C 2.834 -5.220 -0.058
C 3.348 -4.420 0.976
C 3.063 -3.081 1.033
C 2.260 -2.458 0.044
O 2.091 -1.178 0.069
H -1.956 1.975 -2.307
H -4.523 2.475 -4.609
H -5.021 0.834 -6.396
H -3.587 -1.165 -6.677
H -1.715 -1.553 -5.098
H 0.435 -3.474 -2.702
H 1.596 -5.270 -1.792
H 3.072 -6.274 -0.099
H 3.971 -4.868 1.739
H 3.455 -2.449 1.820
F -6.222 -6.267 3.603
C -6.536 -5.453 2.580
F -6.981 -6.236 1.572
F -7.591 -4.708 2.976
C -5.387 -4.596 2.148
C -5.582 -3.713 1.092
C -4.547 -2.897 0.680
C -3.303 -2.956 1.318
C -3.120 -3.854 2.372
C -4.157 -4.671 2.784
C -2.235 -2.114 0.886
C -1.329 -1.403 0.517
H -6.542 -3.670 0.594
H -4.686 -2.204 -0.139
H -2.156 -3.904 2.860
H -4.008 -5.370 3.596
N 0.516 1.367 0.734
P 1.677 2.391 0.988
C 3.215 1.620 1.570
C 3.418 1.428 2.933
C 4.511 0.698 3.372
C 5.404 0.164 2.454
C 5.196 0.344 1.093
C 4.096 1.059 0.649
C 2.090 3.359 -0.489
C 3.363 3.849 -0.765
C 3.594 4.516 -1.958
C 2.561 4.704 -2.866
C 1.287 4.231 -2.583
C 1.051 3.553 -1.398
C 1.129 3.564 2.254
C 1.892 4.671 2.607
C 1.408 5.560 3.552
C 0.167 5.347 4.138
C -0.595 4.243 3.783
C -0.116 3.349 2.837
H 2.719 1.850 3.647
H 4.671 0.545 4.432
H 6.261 -0.401 2.798
H 5.887 -0.084 0.378
H 3.919 1.178 -0.412
H 4.170 3.704 -0.059
H 4.588 4.880 -2.186
H 2.754 5.212 -3.802
H 0.482 4.379 -3.290
H 0.073 3.145 -1.174
H 2.858 4.836 2.143
H 1.997 6.424 3.831
H -0.210 6.048 4.871
H -1.563 4.079 4.237
H -0.692 2.484 2.533
*
```

Output
- E_tot (hartree) = -2714.952966
- largest force on an atom (hartree/bohr) = 0.05752
- expectation value of S² = 0.767
- Kohn-Sham gap (alpha / beta) (eV) = 6.6 / 5.7
- relative energy (zero: lowest compared OMol25 entry of this formula, charge and spin) (kcal/mol) = 33.6

=====

# 5
This record from OMol25 describes C41H30BrF3N9O5SV as an isolated structure at a distorted geometry. The level of theory is wB97M-V/def2-TZVPD.

Geometry as ORCA input:
```
! RIJCOSX wB97M-V def2-TZVPD def2/J DEFGRID3
* xyz -1 4
V 0.476 0.554 0.674
Br 1.645 1.866 7.781
C 1.391 1.891 5.892
C 0.208 2.384 5.364
C 0.039 2.401 3.996
C 1.023 1.921 3.127
O 0.767 1.873 1.819
C 2.215 1.416 3.675
C 3.282 0.751 2.919
N 3.588 0.896 1.694
C 4.763 0.230 1.237
C 5.829 -0.078 2.049
C 6.961 -0.774 1.574
C 7.040 -1.160 0.273
C 6.005 -0.805 -0.621
C 6.059 -1.131 -1.994
C 5.067 -0.715 -2.827
C 4.019 0.056 -2.281
N 3.920 0.360 -1.015
C 4.883 -0.076 -0.160
C 2.371 1.405 5.065
H -0.580 2.726 6.020
H -0.889 2.745 3.555
H 3.859 0.062 3.538
H 5.813 0.225 3.087
H 7.764 -1.009 2.262
H 7.891 -1.723 -0.095
H 6.900 -1.704 -2.370
H 5.079 -0.950 -3.884
H 3.234 0.438 -2.933
H 3.284 1.004 5.492
S 0.198 -1.079 2.515
C -1.538 -1.171 2.313
N -2.220 -1.988 3.100
N -3.555 -2.129 2.750
C -4.058 -2.488 1.520
C -5.447 -2.490 1.316
C -5.989 -2.951 0.125
C -5.170 -3.437 -0.890
C -3.792 -3.437 -0.686
C -3.230 -2.950 0.484
N -2.214 -0.412 1.418
N -1.510 0.596 0.834
C -2.417 1.594 0.379
C -3.705 1.256 -0.062
C -4.583 2.234 -0.509
C -4.221 3.579 -0.506
C -2.966 3.926 -0.024
C -2.076 2.951 0.416
H -4.163 -2.206 3.536
H -6.096 -2.122 2.108
H -7.066 -2.939 -0.010
H -5.597 -3.814 -1.814
H -3.137 -3.850 -1.449
H -2.154 -2.951 0.628
H -3.998 0.212 -0.038
H -5.566 1.938 -0.865
H -4.915 4.344 -0.848
H -2.672 4.973 0.027
H -1.121 3.243 0.825
C -3.319 -2.150 -2.712
C -1.944 -2.550 -2.287
N -1.091 -1.781 -1.652
C 0.069 -2.509 -1.517
C -0.093 -3.739 -2.101
N -1.375 -3.746 -2.570
C 0.749 -4.939 -2.328
O 1.998 -4.875 -1.950
O 0.266 -5.913 -2.866
C 1.282 -1.923 -0.853
O 2.361 -2.510 -0.905
O 1.126 -0.801 -0.249
H -3.519 -1.148 -2.333
H -4.077 -2.822 -2.307
H -3.402 -2.142 -3.802
H -1.778 -4.545 -3.028
H 2.213 -3.962 -1.573
F -0.111 6.121 -3.125
C -0.180 4.930 -3.748
F 0.757 4.920 -4.712
F -1.376 4.835 -4.344
C 0.046 3.806 -2.779
C 1.006 3.929 -1.800
C 1.161 2.897 -0.895
N 0.397 1.799 -0.911
C -0.481 1.664 -1.906
C -0.686 2.648 -2.861
H 1.626 4.815 -1.732
H 1.915 2.932 -0.120
H -1.037 0.735 -1.909
H -1.431 2.511 -3.632
*
```

Output
- E_tot (hartree) = -6665.367987
- largest force on an atom (hartree/bohr) = 0.07997
- expectation value of S² = 3.792
- Kohn-Sham gap (alpha / beta) (eV) = 6.0 / 5.8
- relative energy (zero: lowest compared OMol25 entry of this formula, charge and spin) (kcal/mol) = 91.0

=====

Question: largest force on an atom of number 1 (C41H28Cl2N13OS4Y)?
Answer: 0.09805 hartree/bohr

=====

Question: Among the records above, which one has the highest E_tot?
Answer: C41H29F3IrN3O3P

=====

Question: Which of these has the highest largest force on an atom?
Answer: C41H28Cl2N13OS4Y